(1)
Computed, not measured: the molecule C7H11N at a distorted geometry, with wB97M-V/def2-TZVPD.

Relative energy (zero: lowest compared OMol25 entry of this formula, charge and spin) = 326.9 kJ/mol
HOMO level = -7.3 eV
LUMO = 0.0359 Eh
Kohn-Sham gap = 8.291 eV
SMILES = C=C=C(C)/C(N)=C\C

Last column: Löwdin charge in e.
CARTESIAN COORDINATES (ANGSTROEM)
1 C -1.14678 2.17900 0.57413  0.014
2 C -0.63169 0.98136 0.46468  -0.077
3 C -0.31597 -0.29698 0.74337  -0.257
4 C -0.96389 -1.17359 1.77648  -0.043
5 C 0.82470 -0.62780 -0.04666  -0.341
6 N 1.81023 -1.48549 0.40415  0.122
7 C 0.97983 0.22442 -1.13697  -0.123
8 C -0.02283 0.46080 -2.23427  -0.128
9 H -1.61607 2.68431 -0.26054  0.052
10 H -1.06780 2.74614 1.49523  0.056
11 H -0.41887 -1.14159 2.72441  0.079
12 H -0.99433 -2.21222 1.44176  0.077
13 H -1.98244 -0.83334 1.96384  0.080
14 H 2.58910 -1.64745 -0.21393  0.094
15 H 1.77874 -1.82460 1.35232  0.090
16 H 2.00726 0.37315 -1.47693  0.095
17 H -0.10258 1.52805 -2.45782  0.066
18 H 0.28792 -0.04000 -3.15651  0.066
19 H -1.01455 0.10583 -1.95674  0.075

---

(2)
Computed, not measured: a cluster of 2 separate species, C2BrF3N2 in total at a distorted geometry, with wB97M-V/def2-TZVPD.

Relative energy (zero: lowest compared OMol25 entry of this formula, charge and spin) = 412.7 kJ/mol
HOMO level = -11.5 eV
LUMO = -0.0608 Eh
Kohn-Sham gap = 9.870 eV
SMILES = N#C/C(F)=N\F.FBr

Last column: Löwdin charge in e.
CARTESIAN COORDINATES (ANGSTROEM)
1 N 0.78940 -1.88729 1.28577  0.216
2 C 0.35920 -0.88562 0.95060  -0.120
3 C -0.35328 0.38709 0.99672  -0.332
4 F -0.14295 1.12366 2.11807  0.095
5 N -1.21814 0.91016 0.27458  0.161
6 F -1.50266 0.24570 -0.91160  -0.059
7 F 0.93720 -0.40046 -1.59944  -0.692
8 Br 1.13123 0.50676 -3.11471  0.731

---

(3)
Computed, not measured: a structure of composition C6H9BNaO4 at a distorted geometry, with wB97M-V/def2-TZVPD.

HOMO level = -12.7 eV
LUMO = -0.1829 Eh
Kohn-Sham gap = 7.740 eV
Charge = +1

Last column: Löwdin charge in e.
CARTESIAN COORDINATES (ANGSTROEM)
1 C -2.22243 1.03040 -1.79917  0.088
2 C -1.56796 -0.07772 -1.38466  -0.143
3 C -0.64072 -0.18413 -0.19854  -0.324
4 C 0.75282 -0.60906 -0.66128  -0.091
5 C 1.59061 0.04709 0.44797  -0.064
6 B 1.26165 -0.45819 1.94018  -0.600
7 O 0.76770 -1.72347 2.15805  0.184
8 O 1.51402 0.42955 2.95376  0.203
9 C 0.91585 1.39876 0.38312  -0.423
10 O 1.31344 2.50113 0.26919  0.214
11 O -0.46195 1.09247 0.40579  0.048
12 H -2.12605 1.42841 -2.80673  0.077
13 H -2.91198 1.57544 -1.16171  0.093
14 H -1.79448 -1.01758 -1.90516  0.059
15 H -1.06396 -0.90972 0.50356  0.155
16 H 1.02430 -0.05080 -1.56917  0.132
17 H 0.93714 -1.67054 -0.83161  0.132
18 H 2.67217 0.03444 0.32742  0.166
19 H 0.01144 -1.73659 2.75237  0.120
20 H 0.75848 0.58282 3.52925  0.127
21 Na -0.73010 -1.68272 -3.35264  0.846

---

(4)
Computed, not measured: a structure of composition C46H62CoN2O4P3Si at a distorted geometry, with wB97M-V/def2-TZVPD.

Multiplicity = 2
HOMO level (spin up / spin down) = -10.0 / -10.0 eV
LUMO (spin up / spin down) = -0.1186 / -0.0747 Eh
Kohn-Sham gap (spin up / spin down) = 6.813 / 7.997 eV
Charge = +1

Last column: Löwdin spin population.
CARTESIAN COORDINATES (ANGSTROEM)
1 Co 0.43974 0.38928 -0.34019  1.001
2 C -1.81246 -1.76252 1.22011  -0.003
3 N -1.07296 -2.09112 2.39741  0.000
4 C 0.20664 -1.47022 2.58511  -0.001
5 P 0.26434 0.33388 2.08621  -0.037
6 C -1.05976 1.07098 3.10931  -0.005
7 C -1.63786 0.47358 4.22461  -0.001
8 C -2.61846 1.14668 4.93401  0.000
9 C -3.03056 2.41168 4.54521  0.000
10 C -2.46826 3.00788 3.42771  0.000
11 C -1.49626 2.33308 2.71381  -0.001
12 C 1.73864 0.84658 3.02321  -0.006
13 C 2.80764 -0.02192 3.22481  -0.003
14 C 3.91404 0.39018 3.94511  0.000
15 C 3.96334 1.66918 4.47711  -0.003
16 C 2.92764 2.55658 4.23091  0.000
17 C 1.82434 2.15068 3.50271  -0.003
18 C -1.63266 -2.90332 3.37631  0.000
19 C -0.82146 -3.69682 4.19161  0.000
20 C -1.37966 -4.50282 5.16441  0.000
21 C -2.75226 -4.54562 5.34261  0.000
22 C -3.56506 -3.76902 4.53431  0.000
23 C -3.01706 -2.95182 3.56411  0.000
24 P -0.69256 -1.64362 -0.27669  -0.012
25 C 0.27484 -3.18272 -0.20749  0.008
26 C 1.58874 -3.12832 -0.66689  0.001
27 C 2.36014 -4.27612 -0.68929  0.000
28 C 1.83064 -5.47292 -0.23459  0.000
29 C 0.53354 -5.52212 0.25071  0.000
30 C -0.25236 -4.38352 0.25911  0.001
31 C -1.87446 -1.98632 -1.61099  -0.007
32 C -1.55406 -2.85222 -2.65169  -0.002
33 C -2.44916 -3.04812 -3.68779  0.000
34 C -3.66256 -2.37862 -3.69719  -0.002
35 C -3.97446 -1.49542 -2.67619  0.000
36 C -3.08336 -1.29422 -1.64029  -0.003
37 H -2.31196 -0.77872 1.30651  0.000
38 H -2.57596 -2.52752 1.03991  0.000
39 H 0.98114 -1.96952 1.97741  0.000
40 H 0.49264 -1.53992 3.63961  0.000
41 H -1.34426 -0.51272 4.54761  0.000
42 H -3.06696 0.67458 5.79701  0.000
43 H -3.79486 2.92408 5.10921  0.000
44 H -2.79136 3.98818 3.10861  0.000
45 H -1.06306 2.77068 1.82311  0.000
46 H 2.78364 -1.01762 2.81101  0.000
47 H 4.74214 -0.28902 4.08991  0.000
48 H 4.80954 1.97358 5.07391  0.000
49 H 2.98034 3.56818 4.60781  0.000
50 H 1.01794 2.84678 3.31951  0.000
51 H 0.24794 -3.69822 4.04911  0.000
52 H -0.74026 -5.11402 5.78301  0.000
53 H -3.18536 -5.17562 6.10301  0.000
54 H -4.63616 -3.79062 4.66791  0.000
55 H -3.66626 -2.32712 2.96951  0.000
56 H 1.99204 -2.17772 -0.99119  0.000
57 H 3.37254 -4.24202 -1.06259  0.000
58 H 2.43004 -6.36932 -0.25309  0.000
59 H 0.12834 -6.45302 0.61621  0.000
60 H -1.26676 -4.43652 0.62441  0.000
61 H -0.60956 -3.37782 -2.63889  0.000
62 H -2.20306 -3.72802 -4.48959  0.000
63 H -4.36146 -2.53942 -4.50229  0.000
64 H -4.91466 -0.96482 -2.68919  0.000
65 H -3.32336 -0.60202 -0.84539  0.000
66 C 1.68704 0.95908 -5.47429  0.000
67 C 0.84734 -0.20952 -4.94179  0.000
68 C -0.61336 -0.08612 -5.39869  0.000
69 C 1.45194 -1.55632 -5.36439  0.000
70 C 0.85724 -0.15402 -3.50179  -0.001
71 N 0.85894 -0.13642 -2.35569  -0.008
72 H 1.65414 0.96428 -6.56039  0.000
73 H 2.72284 0.86458 -5.15869  0.000
74 H 1.30104 1.90638 -5.10599  0.000
75 H -0.65356 -0.05512 -6.48429  0.000
76 H -1.05646 0.82338 -5.00119  0.000
77 H -1.20126 -0.93272 -5.05069  0.000
78 H 1.43274 -1.64552 -6.44719  0.000
79 H 0.88814 -2.38272 -4.93709  0.000
80 H 2.48374 -1.63532 -5.02949  0.000
81 C 4.74334 -1.16552 0.32331  0.002
82 Si 3.92364 0.44618 -0.32919  0.009
83 C 4.33344 0.52418 -2.20799  0.000
84 C 4.74364 1.94448 0.54351  0.002
85 O 2.37124 0.46848 -0.02519  0.072
86 H 5.81164 -1.02112 0.43371  0.000
87 H 4.59074 -2.00182 -0.34959  0.000
88 H 4.34794 -1.44502 1.29171  0.000
89 H 5.40424 0.53338 -2.38489  0.000
90 H 3.91254 1.41888 -2.65779  0.000
91 H 3.91774 -0.33552 -2.72709  0.000
92 H 5.82224 1.84238 0.54771  0.000
93 H 4.40894 2.01958 1.57221  0.000
94 H 4.50314 2.87708 0.04491  0.000
95 C -4.19876 3.57728 -0.30299  0.000
96 C -3.13956 2.48538 -0.35829  -0.001
97 O -1.86696 3.10198 -0.47699  -0.002
98 P -0.59216 2.31658 -1.14269  -0.002
99 O -0.97336 2.25988 -2.70179  -0.002
100 C -1.20306 3.44068 -3.48839  0.000
101 C -2.62816 3.48008 -4.01769  0.000
102 O 0.38554 3.57548 -1.15169  0.014
103 C 1.16624 3.96688 -0.01959  0.000
104 C 1.51044 5.43528 -0.18409  0.000
105 H -5.19186 3.14568 -0.36709  0.000
106 H -4.06576 4.27028 -1.12949  0.000
107 H -4.11706 4.14518 0.61761  0.000
108 H -3.30526 1.83038 -1.22099  0.000
109 H -3.15686 1.88038 0.55721  0.000
110 H -0.49686 3.40088 -4.32259  0.000
111 H -0.98716 4.32808 -2.89199  0.000
112 H -2.88296 2.53768 -4.49769  0.000
113 H -2.72096 4.28078 -4.74689  0.000
114 H -3.33116 3.66548 -3.21109  0.000
115 H 2.05184 3.32658 0.02651  0.000
116 H 0.59184 3.82348 0.89791  0.000
117 H 1.96784 5.60408 -1.15399  0.000
118 H 2.19464 5.74478 0.59841  0.000
119 H 0.60474 6.03168 -0.11839  0.000

---

(5)
Computed, not measured: a structure of composition C5H10O, with wB97M-V/def2-TZVPD.

Relative energy (zero: lowest compared OMol25 entry of this formula, charge and spin) = 96.6 kJ/mol
HOMO level = -9.6 eV
LUMO = 0.0443 Eh
Kohn-Sham gap = 10.808 eV

Last column: Löwdin charge in e.
CARTESIAN COORDINATES (ANGSTROEM)
1 C 0.82927 -0.42448 -2.09331  -0.044
2 C -0.15594 0.20336 -1.13503  -0.384
3 C -0.68085 -0.63772 0.02510  -0.084
4 C -0.44200 0.62869 0.84269  -0.386
5 C 0.11392 0.40798 2.23189  -0.044
6 O 0.43614 1.13046 -0.19161  -0.066
7 H 1.11988 0.26149 -2.89482  0.077
8 H 1.72657 -0.72743 -1.54563  0.084
9 H 0.37999 -1.31536 -2.54897  0.084
10 H -0.98002 0.68974 -1.68257  0.144
11 H -1.67422 -1.08726 -0.01172  0.113
12 H 0.06974 -1.38736 0.30233  0.116
13 H -1.32675 1.28251 0.89313  0.144
14 H -0.71986 0.02712 2.83584  0.086
15 H 0.89621 -0.35796 2.22448  0.079
16 H 0.49815 1.30967 2.71682  0.079

---

(6)
Computed, not measured: a cluster of 4 separate species, C18H20B3F27NO9P in total at a distorted geometry, with wB97M-V/def2-TZVPD.

HOMO level = -9.3 eV
LUMO = -0.0418 Eh
Kohn-Sham gap = 8.165 eV
SMILES = N=P(O)(O)B1OB(O)OB(CCC(F)(F)F)O1.FC(F)C(F)(F)COC(F)(F)C(F)F.FC(F)C(F)(F)COC(F)(F)C(F)F.FC(F)C(F)(F)COC(F)(F)C(F)F

Last column: Löwdin charge in e.
CARTESIAN COORDINATES (ANGSTROEM)
1 N 2.46026 0.95216 -0.56132  -0.209
2 P 3.29924 1.11643 -1.96520  0.794
3 O 4.03520 -0.43922 -2.28587  -0.234
4 O 2.24942 1.48059 -3.33348  -0.228
5 B 4.73108 2.39318 -1.79778  -0.352
6 O 6.04747 1.96988 -2.40923  0.139
7 B 6.93863 1.86798 -1.19940  -0.459
8 O 7.43097 0.55208 -0.74643  0.094
9 O 7.22117 3.13833 -0.50332  0.178
10 B 5.97595 3.97794 -0.39745  -0.320
11 C 6.12262 5.28436 0.64476  -0.061
12 C 5.84822 4.69417 2.16448  -0.074
13 C 4.36587 5.06704 2.75662  -0.211
14 F 3.99626 6.49587 2.44824  -0.012
15 F 3.38138 4.10698 2.16730  0.006
16 F 4.38668 4.98686 4.25508  -0.008
17 O 4.70730 3.68568 -1.09456  0.165
18 H 1.45297 1.14033 -0.74573  -0.015
19 H 4.08545 -0.91155 -1.38209  0.111
20 H 1.43645 1.95487 -2.99441  0.089
21 H 6.71110 0.23172 -0.09683  0.142
22 H 5.43205 6.18195 0.34538  0.125
23 H 7.27416 5.59434 0.63132  0.134
24 H 5.91363 3.51608 2.07517  0.141
25 H 6.71231 5.04651 2.89885  0.151
26 F 0.62577 7.37653 5.27627  0.085
27 C 0.72108 7.32283 3.92893  -0.289
28 F 0.50435 8.58972 3.48276  0.091
29 C -0.28606 6.35803 3.31415  -0.428
30 F -1.56452 6.76010 3.54790  0.123
31 F -0.13191 6.39089 1.95264  0.101
32 C -0.13016 4.89373 3.75211  -0.052
33 O -0.99603 4.45700 4.80416  0.031
34 C -0.53776 4.73372 6.12674  -0.477
35 F 0.74398 5.16881 6.07397  0.122
36 F -0.49730 3.53188 6.76242  0.136
37 C -1.46458 5.69094 6.88838  -0.262
38 F -1.58381 6.88374 6.24774  0.086
39 F -0.97718 5.96351 8.12917  0.093
40 H 1.74672 7.05049 3.66252  0.159
41 H -0.42261 4.28018 2.89075  0.152
42 H 0.91513 4.61962 3.93876  0.139
43 H -2.46493 5.26590 6.99450  0.175
44 F 1.00948 -4.94868 -2.13460  0.087
45 C -0.31497 -5.20042 -2.03588  -0.290
46 F -0.49837 -6.45981 -2.51688  0.090
47 C -1.15571 -4.19929 -2.81947  -0.425
48 F -0.89567 -4.26952 -4.15296  0.128
49 F -2.47378 -4.54889 -2.68155  0.092
50 C -1.02353 -2.74041 -2.35632  -0.051
51 O -0.12003 -1.92259 -3.10608  0.037
52 C 1.24855 -2.00380 -2.71083  -0.460
53 F 1.33837 -2.69606 -1.54994  0.123
54 F 1.62355 -0.73020 -2.41504  0.038
55 C 2.15343 -2.56628 -3.81544  -0.254
56 F 1.76854 -3.81596 -4.18633  0.088
57 F 3.44235 -2.66675 -3.39120  0.082
58 H -0.59035 -5.20864 -0.97702  0.176
59 H -2.00405 -2.27474 -2.51645  0.152
60 H -0.85556 -2.65574 -1.27595  0.148
61 H 2.12915 -1.93068 -4.70316  0.180
62 F -5.78521 -5.06354 -1.67244  0.084
63 C -5.68990 -5.11724 -3.01978  -0.298
64 F -5.90663 -3.85035 -3.46594  0.091
65 C -6.69704 -6.08204 -3.63456  -0.428
66 F -7.97550 -5.67997 -3.40081  0.124
67 F -6.54289 -6.04918 -4.99607  0.103
68 C -6.54114 -7.54634 -3.19660  -0.053
69 O -7.40701 -7.98308 -2.14455  0.031
70 C -6.94873 -7.70635 -0.82196  -0.477
71 F -5.66700 -7.27127 -0.87474  0.121
72 F -6.90827 -8.90820 -0.18629  0.137
73 C -7.87556 -6.74914 -0.06032  -0.262
74 F -7.99478 -5.55634 -0.70097  0.086
75 F -7.38816 -6.47657 1.18046  0.093
76 H -4.66426 -5.38959 -3.28619  0.158
77 H -6.83358 -8.15989 -4.05796  0.151
78 H -5.49585 -7.82046 -3.00995  0.147
79 H -8.87591 -7.17418 0.04579  0.175

---

Per-record DFT total energy, a.u.: -327.9635; -3059.1507; -721.9218; -4896.8206; -271.7158; -4542.2675